A structure of composition C21H28LiN7OS2Se. Source: the OMol25 dataset; level of theory: wB97M-V/def2-TZVPD.

Geometry as XYZ:
```
61
C21H28LiN7OS2Se, DFT wB97M-V/def2-TZVPD
Li -0.3504 0.2490 1.0752
C -0.2279 4.2068 -0.7064
C -0.5207 2.8452 -0.1552
N 0.3659 2.0207 0.2599
N 1.6804 2.3328 0.2374
C 2.4064 1.5037 0.9789
N 3.7477 1.7103 0.9119
S 1.8446 0.2465 2.0248
C -1.9149 2.3591 -0.0153
C -3.0012 3.0947 -0.4808
C -4.2828 2.6058 -0.2940
C -4.4564 1.3891 0.3449
C -3.3221 0.7109 0.7650
N -2.0912 1.1779 0.6064
H 0.8327 4.4111 -0.5920
H -0.8013 4.9764 -0.1852
H -0.4822 4.2648 -1.7680
H 4.0541 2.5683 0.4836
H 4.3149 1.2987 1.6300
H -2.8398 4.0386 -0.9816
H -5.1368 3.1705 -0.6460
H -5.4390 0.9719 0.5131
H -3.4058 -0.2546 1.2527
O -0.8449 -1.6975 1.6376
N -0.2732 -2.7148 1.3521
C 2.7687 -8.4937 0.0469
C 2.3545 -7.0479 0.0475
C 2.6779 -6.2100 1.1016
C 2.3131 -4.8651 1.1181
C 2.7927 -4.0116 2.2631
C 1.5724 -4.3744 0.0387
Se 1.0263 -2.5429 0.0062
C 1.2403 -5.1939 -1.0534
C 0.4691 -4.6829 -2.2436
C 1.6437 -6.5201 -1.0262
H 3.3565 -8.7374 0.9305
H 3.3678 -8.7256 -0.8350
H 1.8952 -9.1478 0.0291
H 3.2418 -6.6052 1.9397
H 2.8552 -4.6034 3.1758
H 2.1681 -3.1441 2.4534
H 3.7951 -3.6347 2.0448
H 0.8302 -3.7148 -2.5876
H -0.5889 -4.5485 -2.0084
H 0.5423 -5.3879 -3.0705
H 1.3997 -7.1594 -1.8680
C -5.3279 -1.7752 -1.0248
N -4.3613 -2.6620 -0.4286
C -4.7890 -3.8650 0.2692
C -3.4539 -4.4822 0.6853
N -2.5721 -3.9295 -0.3312
C -3.0723 -2.7696 -0.8422
S -2.2237 -1.7009 -1.7870
H -5.9967 -1.3858 -0.2560
H -5.9267 -2.2967 -1.7790
H -4.7975 -0.9525 -1.4978
H -5.3489 -4.5230 -0.4059
H -5.4247 -3.6185 1.1195
H -3.4694 -5.5697 0.6539
H -3.1574 -4.1587 1.6875
H -1.5714 -4.0215 -0.2636
```

The calculation puts the HOMO energy at -7.023 eV. For the electronic energy, the calculation gives -121931.8153 eV. The gap between HOMO and LUMO comes out at 0.2471 hartree. The maximum force comes out at 0.5 eV Å⁻¹. For the LUMO energy, the calculation gives -0.3 eV.

A structure of composition C29H44F3O16SY at a distorted geometry. Source: the OMol25 dataset; level of theory: wB97M-V/def2-TZVPD.

Geometry as XYZ:
```
94
C29H44F3O16SY, DFT wB97M-V/def2-TZVPD
Y -10.4705 -27.0434 4.2336
C -15.7809 -29.4957 4.2534
F -15.6094 -30.5181 3.3942
F -17.0929 -29.3811 4.4570
F -15.1007 -29.7492 5.3911
S -15.1305 -27.9377 3.2783
O -15.6572 -27.9664 1.8824
O -15.5143 -26.7207 4.0160
O -13.6328 -28.1227 3.3060
C -15.5284 -35.6370 4.9003
C -15.2745 -37.0870 4.5981
C -13.9831 -37.0759 3.8244
O -13.3204 -35.9758 4.4085
C -14.1429 -35.2389 5.3388
H -16.2585 -35.4767 5.6937
H -15.9143 -34.9543 4.1433
H -16.1839 -37.5307 4.1929
H -15.0269 -37.6377 5.5056
H -14.0780 -36.8826 2.7559
H -13.3257 -37.8874 4.1365
H -14.0104 -34.1583 5.2861
H -14.0521 -35.5313 6.3850
O -10.8240 -30.5826 5.9016
C -10.4068 -31.5354 6.5966
O -9.6615 -32.4722 5.9950
C -8.8445 -33.1361 6.9973
C -9.0727 -32.3406 8.3124
C -10.4892 -31.7844 8.1226
H -7.7851 -33.1118 6.7417
H -9.2485 -34.1455 7.0756
H -8.4193 -31.4792 8.4508
H -9.0592 -33.0762 9.1167
H -10.6090 -30.8944 8.7404
H -11.3225 -32.4792 8.2275
O -12.9738 -26.8041 7.3067
C -13.6065 -26.2940 8.2904
O -13.9627 -27.0044 9.2785
C -14.6734 -26.2238 10.2891
C -15.3296 -25.1941 9.4928
C -14.1353 -24.9411 8.4766
H -13.8098 -25.8898 10.8643
H -15.4113 -26.7354 10.9071
H -15.6313 -24.3344 10.0911
H -16.1272 -25.6275 8.8894
H -13.2606 -24.3841 8.8125
H -14.3782 -24.5216 7.5003
O -21.3881 -21.3241 4.5665
C -20.4240 -21.9351 4.8077
O -20.4169 -23.2301 4.7838
C -19.1170 -23.7321 5.1409
C -18.1081 -22.5495 5.1614
C -19.0853 -21.3651 5.3500
H -18.7459 -24.5769 4.5606
H -19.2662 -24.0778 6.1638
H -17.5849 -22.4724 4.2082
H -17.2525 -22.6620 5.8271
H -18.8015 -20.4446 4.8398
H -19.2558 -21.1975 6.4135
O -9.6362 -30.0742 1.9630
C -9.9778 -30.9576 1.2256
O -9.0736 -31.7242 0.5480
C -9.7168 -32.8249 -0.2248
C -11.0441 -32.9277 0.4541
C -11.3670 -31.5354 1.0679
H -9.1730 -33.7679 -0.1681
H -9.8771 -32.5453 -1.2660
H -11.0064 -33.6775 1.2443
H -11.7658 -33.2202 -0.3086
H -11.9174 -31.7364 1.9870
H -12.1930 -30.9821 0.6210
O -19.7695 -24.3774 -2.6382
C -19.6833 -25.4481 -2.0232
O -19.6590 -26.6030 -2.6525
C -19.6800 -27.7272 -1.7765
C -20.0853 -27.1277 -0.5098
C -19.6071 -25.7050 -0.5979
H -18.6551 -28.0960 -1.7367
H -20.3200 -28.5438 -2.1107
H -19.7788 -27.7868 0.3025
H -21.1735 -27.1679 -0.4609
H -18.5549 -25.4808 -0.4224
H -20.2781 -24.9436 -0.2004
O -11.4651 -25.9465 0.2098
C -11.8228 -25.9318 -0.9454
O -11.0998 -26.4933 -1.9295
C -11.7484 -26.4832 -3.2453
C -12.6759 -25.1674 -3.0752
C -12.9262 -25.1027 -1.5686
H -12.3538 -27.3549 -3.4940
H -11.0974 -26.2719 -4.0937
H -13.6563 -25.4178 -3.4802
H -12.3099 -24.3392 -3.6820
H -13.8680 -25.6196 -1.3841
H -13.0653 -24.0795 -1.2198
```

The calculation puts the HOMO energy at -12.613 eV. For the electronic energy, the calculation gives -83550.8794 eV. The charge is +2. As for the energy above the lowest of the compared OMol25 structures with the same formula, charge and spin: 13.195 eV. The gap between HOMO and LUMO comes out at 0.0499 hartree. The maximum force comes out at 4.3 eV Å⁻¹. For the LUMO energy, the calculation gives -11.3 eV.

A cluster of 3 separate species, C28H52O11 in total at a distorted geometry. Source: the OMol25 dataset; level of theory: wB97M-V/def2-TZVPD.

Geometry as XYZ:
```
91
C28H52O11, DFT wB97M-V/def2-TZVPD
C 2.3267 -2.0795 -1.1211
C 3.4298 -1.4291 -2.1595
C 3.2532 0.1784 -2.4258
C 1.8295 0.6102 -3.1293
C 1.6799 2.2633 -2.9168
C 0.8688 2.6151 -1.5437
C -0.7410 2.8201 -1.6802
C -1.3589 2.6698 -3.1765
C -1.4742 1.1456 -3.7625
C -1.8679 -0.1523 -3.1514
C -2.2211 -0.3956 -1.5685
C -2.7149 -1.9205 -1.2032
O -4.1663 -1.9123 -0.9525
C -4.9314 -1.4451 -2.1199
C -5.5904 0.0770 -2.2519
O -5.1657 -2.2776 -3.1506
C -1.8554 -1.1488 -4.4528
O -2.5423 -2.2644 -4.7312
O -0.8291 -0.6221 -5.3973
C -0.9828 0.8596 -5.3105
O -0.7263 1.8171 -6.2058
H 2.0812 -3.1842 -1.4770
H 2.8173 -2.1621 -0.0439
H 1.3565 -1.4317 -1.0108
H 3.4710 -2.0731 -3.1365
H 4.4916 -1.5726 -1.6329
H 4.1120 0.5058 -3.1874
H 3.4305 0.7614 -1.4009
H 0.9520 0.1249 -2.4870
H 1.7433 0.2978 -4.2704
H 1.3171 2.8176 -3.8809
H 2.8021 2.6308 -2.7422
H 1.0359 1.6950 -0.8017
H 1.3958 3.5355 -1.0012
H -1.2699 2.1318 -0.8638
H -0.9753 3.9354 -1.3237
H -0.8460 3.3968 -3.9706
H -2.4933 3.0706 -3.1163
H -1.2103 -0.1095 -0.9771
H -3.0100 0.4224 -1.2453
H -2.3557 -2.7057 -1.9939
H -2.1968 -2.2100 -0.1685
H -6.7665 -0.0864 -2.3311
H -5.2485 0.6184 -3.2354
H -5.3929 0.7174 -1.2820
C 2.7275 4.6618 5.1866
O 3.0765 5.4239 4.0411
C 3.3261 4.6286 2.8845
C 2.5504 5.1451 1.6644
O 1.1256 5.0179 1.7348
C 0.4444 5.8343 2.6968
C 0.5444 7.3504 2.4663
O 1.8612 7.8239 2.7421
C 2.3417 8.7478 1.7805
H 3.6334 4.3211 5.6953
H 2.1648 5.3109 5.8666
H 2.0886 3.8087 4.9337
H 3.0861 3.5738 3.0553
H 4.3988 4.7027 2.6741
H 2.8566 4.5357 0.8052
H 2.8320 6.1650 1.4080
H 0.7422 5.5581 3.7062
H -0.6128 5.5581 2.6131
H -0.1304 7.8581 3.1671
H 0.2287 7.5870 1.4491
H 2.0158 8.5086 0.7699
H 3.4386 8.7105 1.7988
H 2.0294 9.7644 2.0542
C 1.1612 -5.6629 3.6114
O 0.6592 -6.1233 2.3660
C 0.7267 -7.5394 2.2153
C -0.6151 -8.1236 1.7511
O -1.6893 -8.0381 2.6945
C -2.1949 -6.7294 2.9907
C -2.8446 -5.9891 1.8111
O -1.8631 -5.5819 0.8597
C -2.2518 -5.8085 -0.4844
H 2.2461 -5.5404 3.5513
H 0.7077 -4.6876 3.8196
H 0.8988 -6.3362 4.4346
H 1.0447 -8.0332 3.1395
H 1.4807 -7.7409 1.4462
H -0.4592 -9.1961 1.5815
H -0.9193 -7.7216 0.7863
H -1.4274 -6.1273 3.4728
H -2.9708 -6.8843 3.7490
H -3.3212 -5.0756 2.1884
H -3.6131 -6.6202 1.3622
H -2.8259 -6.7252 -0.6059
H -1.3385 -5.9002 -1.0865
H -2.8215 -4.9465 -0.8563
```

The SMILES is CCCCCCCCC1=C(CCOC(C)=O)C(=O)OC1=O.COCCOCCOC.COCCOCCOC. The calculation puts the HOMO energy at -9.091 eV. For the electronic energy, the calculation gives -52387.3447 eV. As for the energy above the lowest of the compared OMol25 structures with the same formula, charge and spin: 9.158 eV. The gap between HOMO and LUMO comes out at 0.2892 hartree. The maximum force comes out at 9.4 eV Å⁻¹. For the LUMO energy, the calculation gives -1.2 eV.

A structure of composition C18H12Cl5MnN7O6S2. Source: the OMol25 dataset; level of theory: wB97M-V/def2-TZVPD.

Geometry as XYZ:
```
51
C18H12Cl5MnN7O6S2, DFT wB97M-V/def2-TZVPD
Mn 0.6709 0.7584 -0.1535
Cl 1.7735 -1.9609 6.7710
C 1.8124 -1.4068 5.1288
C 1.1490 -2.1061 4.1268
Cl 0.2819 -3.5531 4.5367
C 1.1764 -1.6653 2.8080
Cl 0.3870 -2.5809 1.5764
C 1.8494 -0.4834 2.4259
O 1.8923 -0.0275 1.2349
C 2.5435 0.1876 3.4712
Cl 3.4124 1.6028 3.0320
C 2.5193 -0.2577 4.7796
Cl 3.3738 0.6203 6.0057
N -1.8617 2.8214 -1.0191
C -1.6001 1.9184 -2.0000
N -2.3856 1.9927 -3.0896
C -2.1172 1.0650 -4.0149
N -2.8714 1.1516 -5.1796
N -1.2275 0.1045 -3.9531
C -0.4932 0.0703 -2.8064
N -0.6431 1.0131 -1.8092
C 0.4272 -0.9766 -2.6095
C 0.6743 -1.9733 -3.5914
C 1.6122 -2.9338 -3.3486
C 2.3307 -2.9238 -2.1323
C 2.0232 -1.9364 -1.2144
N 1.0936 -1.0109 -1.4116
H -2.3781 3.6145 -1.3649
H -1.0784 3.0526 -0.4033
H -3.7504 1.6225 -5.0376
H -2.9283 0.2764 -5.6753
H 0.1152 -1.9369 -4.5141
H 1.8104 -3.6979 -4.0933
H 3.0959 -3.6551 -1.9150
H 2.5407 -1.8707 -0.2657
O -0.3764 1.4193 2.9167
C -1.1347 0.7555 2.2470
C -2.4806 0.2546 2.7610
C -3.0820 -0.4842 1.5807
C -1.9705 -0.4851 0.5376
O -2.0322 -1.1111 -0.4953
N -0.9263 0.3145 0.9564
H -3.0613 1.1074 3.1116
H -2.2813 -0.3906 3.6189
H -3.9430 0.0237 1.1431
H -3.3673 -1.5153 1.7879
O 2.0643 1.5915 -1.1686
S 1.9631 3.1179 -1.0164
O 1.2075 3.6837 -2.1181
O 3.2958 3.6550 -0.8606
S 0.8947 3.1482 0.7034
```

The calculation puts the HOMO energy (alpha / beta) at -0.119 / -2.839 eV. For the electronic energy, the calculation gives -157187.2837 eV. The charge is -2. As for the energy above the lowest of the compared OMol25 structures with the same formula, charge and spin: 0.770 eV. The multiplicity is 6. The gap between HOMO and LUMO (alpha / beta) comes out at 0.1533 / 0.2532 hartree. Its expectation value of S² is 8.8300. The maximum force comes out at 0.5 eV Å⁻¹. For the LUMO energy (alpha / beta), the calculation gives 4.1 / 4.1 eV.